No. 1
{"formula": "C27H33BrCdCl6N6O11S", "method": "wB97M-V/def2-TZVPD", "symbols": ["Cd", "C", "N", "C", "C", "O", "C", "O", "C", "C", "O", "N", "C", "C", "H", "H", "H", "H", "H", "H", "H", "H", "H", "H", "H", "H", "H", "H", "H", "H", "Cl", "C", "C", "C", "Cl", "C", "Cl", "C", "Cl", "C", "Cl", "O", "Cl", "O", "O", "O", "Br", "C", "C", "C", "N", "C", "C", "H", "H", "H", "H", "C", "C", "S", "O", "O", "C", "C", "N", "C", "N", "C", "C", "N", "O", "O", "C", "H", "H", "H", "H", "H", "H", "H", "H", "H", "H", "H", "H", "H"], "coordinates": [[-0.1810, 0.4077, 0.4861], [-4.7682, 0.1311, -3.9936], [-4.1002, 0.9331, -2.9856], [-3.9795, 2.3493, -3.2726], [-3.4853, 0.4092, -1.8947], [-2.9431, 1.0802, -1.0508], [-3.5303, -1.0984, -1.7595], [-2.7192, -1.5461, -0.6920], [-1.7320, -2.4431, -1.1056], [-0.5253, -1.7686, -1.7673], [-0.3299, -0.5395, -1.7537], [0.3325, -2.5794, -2.3997], [1.4772, -2.0116, -3.0975], [0.2779, -4.0346, -2.3721], [-4.0795, -0.1814, -4.7859], [-5.2333, -0.7507, -3.5595], [-5.5533, 0.7329, -4.4491], [-3.6007, 2.4893, -4.2877], [-4.9433, 2.8535, -3.1744], [-3.2810, 2.7972, -2.5735], [-4.5619, -1.3909, -1.5342], [-3.2279, -1.5592, -2.7048], [-1.3854, -2.9597, -0.2071], [-2.1752, -3.1765, -1.7865], [1.5189, -0.9461, -2.9014], [2.3875, -2.4922, -2.7494], [1.3754, -2.1810, -4.1724], [-0.3791, -4.3968, -1.5887], [-0.0590, -4.4278, -3.3348], [1.2817, -4.4114, -2.1759], [1.5177, -0.7382, 3.6249], [1.6578, 0.9723, 3.3033], [1.3715, 1.4307, 2.0275], [1.5862, 2.8376, 1.8554], [0.0131, 3.3474, -0.3071], [1.9290, 3.6926, 2.8857], [1.9933, 5.3974, 2.5773], [2.1632, 3.1763, 4.1567], [2.5907, 4.2291, 5.4514], [2.0659, 1.8051, 4.3512], [2.4314, 1.1460, 5.9039], [-3.5119, -0.1341, 2.6899], [-2.1050, 0.0958, 2.7330], [-1.7825, 1.3142, 1.9893], [-1.6246, 0.2201, 4.0702], [-1.3825, -0.9829, 2.0382], [0.6605, 5.7599, -2.0277], [-0.2384, 4.7837, -0.7535], [0.2414, 2.4924, -1.4682], [1.3220, 3.3362, 0.4841], [-1.1024, 3.1461, 0.4779], [-2.0074, 4.0217, 0.8134], [-1.4639, 5.2535, 0.0094], [0.5113, 2.0460, -2.3982], [2.2689, 3.6895, 0.0889], [-2.8632, 3.8782, 1.4465], [-1.9229, 6.2254, -0.0663], [5.5741, -6.7719, -2.1368], [6.1226, -5.4543, -1.5987], [4.8060, -4.5808, -0.7803], [4.2796, -5.4181, 0.2661], [3.8866, -4.0915, -1.7839], [5.6059, -3.1574, -0.0452], [4.8719, -2.6508, 1.1978], [3.4373, -2.4476, 1.0274], [2.8494, -1.4412, 0.3279], [1.5399, -1.5678, 0.3078], [1.2477, -2.7105, 0.9961], [2.4011, -3.2646, 1.4430], [2.5171, -4.4113, 2.2954], [3.5109, -4.5204, 2.9912], [1.5778, -5.1775, 2.2893], [3.5931, -0.3154, -0.2938], [6.3806, -7.3641, -2.5642], [4.8239, -6.5897, -2.9048], [5.1105, -7.3390, -1.3313], [6.4901, -4.8000, -2.3892], [6.8924, -5.6176, -0.8439], [5.6509, -2.4109, -0.8375], [6.6130, -3.4657, 0.2356], [5.3116, -1.7021, 1.5032], [4.9922, -3.3659, 2.0042], [0.2412, -3.0258, 1.2113], [4.3202, 0.1078, 0.4009], [2.8778, 0.4608, -0.5593], [4.1180, -0.6339, -1.1976]], "lowdin_charge": [1.454, -0.053, -0.147, -0.033, -0.441, 0.059, -0.112, -0.108, -0.137, -0.436, -0.075, -0.123, -0.018, -0.020, 0.095, 0.082, 0.091, 0.092, 0.094, 0.079, 0.145, 0.129, 0.123, 0.132, 0.080, 0.062, 0.099, 0.084, 0.099, 0.081, 0.705, -0.698, -0.150, -0.319, 0.597, -0.633, 0.703, -0.703, 0.673, -0.698, 0.673, -0.299, 0.661, -0.458, -0.315, -0.461, 0.804, -0.942, -0.205, -0.291, -0.294, -0.027, -0.040, 0.047, 0.125, 0.114, 0.064, -0.110, -0.298, 0.655, -0.281, -0.323, -0.196, -0.119, 0.058, -0.346, 0.080, -0.075, -0.179, -0.340, 0.076, 0.107, 0.016, 0.081, 0.080, 0.078, 0.107, 0.104, 0.098, 0.111, 0.136, 0.113, 0.114, 0.092, 0.069, 0.082], "charge": 0, "e_above_lowest_kcal_mol": 499.7, "homo_lumo_gap_ev": [6.8, 6.8]}

No. 2
{"formula": "C26H58BrClNO17S5", "method": "wB97M-V/def2-TZVPD", "symbols": ["C", "C", "C", "C", "C", "Cl", "C", "C", "O", "Br", "C", "C", "C", "C", "N", "O", "H", "H", "H", "H", "H", "H", "H", "H", "H", "H", "H", "H", "H", "H", "H", "H", "H", "H", "O", "S", "O", "O", "C", "C", "C", "H", "H", "H", "H", "H", "H", "H", "H", "O", "S", "O", "O", "C", "C", "C", "H", "H", "H", "H", "H", "H", "H", "H", "O", "S", "O", "O", "C", "C", "C", "H", "H", "H", "H", "H", "H", "H", "H", "O", "S", "O", "O", "C", "C", "C", "H", "H", "H", "H", "H", "H", "H", "H", "O", "S", "O", "O", "C", "C", "C", "H", "H", "H", "H", "H", "H", "H", "H"], "coordinates": [[3.1885, 1.3977, -0.8734], [3.1388, 0.1004, -1.6908], [3.8685, 0.3753, -2.9946], [1.6639, -0.2393, -1.9699], [1.2951, -1.7322, -1.8883], [0.6740, -2.1573, -0.2822], [0.1828, -1.9527, -2.9188], [-0.2036, -3.3970, -3.0955], [-0.8710, -4.0833, -2.3481], [0.4761, -4.1754, -4.8054], [2.5029, -2.5723, -2.2831], [3.7991, -2.3107, -1.4740], [3.9061, -3.3472, -0.3650], [4.9990, -2.5660, -2.3978], [3.8135, -0.9506, -0.8938], [3.5321, -0.9018, 0.3516], [2.4918, 1.3699, -0.0532], [2.8699, 2.2006, -1.5237], [4.1781, 1.5813, -0.4835], [3.8030, -0.4397, -3.7037], [3.4636, 1.2743, -3.4302], [4.9142, 0.5758, -2.7992], [1.0032, 0.3475, -1.3482], [1.4706, 0.0519, -2.9932], [0.4859, -1.5565, -3.8726], [-0.7094, -1.4327, -2.5945], [2.2610, -3.6165, -2.1248], [2.6699, -2.4631, -3.3464], [3.0640, -3.3263, 0.3050], [3.9109, -4.3130, -0.8465], [4.8512, -3.2453, 0.1479], [5.8376, -2.9355, -1.8294], [4.7089, -3.3341, -3.1021], [5.2822, -1.6925, -2.9667], [5.6663, -6.4957, -1.8543], [4.6000, -7.1799, -2.5204], [3.2512, -7.0243, -2.0757], [4.9609, -8.7227, -2.6033], [5.2586, -9.4125, -1.3685], [4.0269, -9.6803, -0.5268], [4.6729, -6.8235, -4.2402], [6.0095, -8.8485, -0.8133], [5.7153, -10.3501, -1.6770], [3.5789, -8.7558, -0.1675], [4.2957, -10.2865, 0.3382], [3.2727, -10.2082, -1.1096], [5.6886, -6.9619, -4.5985], [4.3646, -5.7870, -4.3578], [3.9815, -7.4797, -4.7619], [0.6740, -3.0545, 4.6198], [1.0349, -1.8611, 5.3209], [0.0651, -0.8295, 5.5221], [2.3399, -1.2519, 4.6653], [2.3316, -0.9891, 3.2376], [1.4929, 0.2135, 2.8642], [1.7448, -2.2800, 6.8760], [2.0033, -1.8826, 2.7052], [3.3705, -0.8203, 2.9693], [0.4372, 0.0420, 3.0734], [1.6009, 0.4160, 1.8002], [1.8010, 1.0943, 3.4270], [2.4968, -3.0489, 6.7265], [0.9362, -2.6527, 7.5001], [2.1763, -1.3849, 7.3147], [1.8041, 3.6882, 3.6243], [0.9747, 4.8309, 3.8523], [1.0135, 5.9338, 2.9433], [1.2387, 5.3592, 5.3307], [2.5999, 5.6502, 5.7079], [3.1275, 6.9308, 5.0909], [-0.6908, 4.3227, 4.0802], [3.2329, 4.7963, 5.4610], [2.5768, 5.7376, 6.7919], [3.2040, 6.8502, 4.0083], [4.1189, 7.1513, 5.4872], [2.4624, 7.7646, 5.3141], [-0.7181, 3.5026, 4.7923], [-1.0619, 3.9957, 3.1104], [-1.2699, 5.1715, 4.4321], [-3.5472, 4.0154, 1.6805], [-4.3401, 4.3371, 0.5323], [-3.7044, 4.5948, -0.7211], [-5.2873, 5.5596, 0.9040], [-4.6700, 6.7518, 1.4339], [-3.9349, 7.5595, 0.3825], [-5.5959, 3.1297, 0.3109], [-4.0125, 6.4803, 2.2613], [-5.4926, 7.3317, 1.8466], [-3.0778, 7.0168, -0.0111], [-3.5763, 8.4927, 0.8170], [-4.5949, 7.7875, -0.4542], [-6.0908, 2.9552, 1.2620], [-5.1076, 2.2217, -0.0343], [-6.2983, 3.4810, -0.4408], [-7.6912, 2.9533, -2.5268], [-9.1090, 2.8395, -2.6964], [-9.9240, 2.3606, -1.6253], [-9.3974, 1.9937, -4.0069], [-8.8002, 0.6812, -4.1122], [-9.4718, -0.3498, -3.2272], [-9.7570, 4.3720, -3.2650], [-7.7318, 0.7545, -3.9045], [-8.9119, 0.4085, -5.1589], [-9.3332, -0.1226, -2.1718], [-9.0480, -1.3349, -3.4215], [-10.5435, -0.3801, -3.4208], [-9.1519, 4.7282, -4.0934], [-9.7033, 5.0637, -2.4276], [-10.7905, 4.2240, -3.5645]], "mulliken_spin": [-0.003, 0.011, 0.016, 0.016, -0.008, 0.002, 0.002, 0.001, 0.000, 0.000, 0.016, -0.009, -0.002, 0.010, 0.427, 0.521, 0.004, 0.000, 0.000, 0.000, 0.000, -0.010, -0.001, 0.001, 0.000, 0.000, 0.000, 0.002, 0.007, -0.001, 0.001, -0.001, 0.000, -0.009, 0.000, 0.000, 0.000, 0.000, 0.000, 0.000, 0.000, 0.000, 0.000, 0.000, 0.000, 0.000, 0.000, 0.000, 0.000, 0.000, 0.000, 0.000, 0.001, 0.006, -0.001, 0.000, 0.002, -0.004, 0.000, 0.003, 0.000, 0.000, 0.000, 0.000, 0.000, 0.000, 0.000, 0.000, 0.000, 0.000, 0.000, 0.000, 0.000, 0.000, 0.000, 0.000, 0.000, 0.000, 0.000, 0.000, 0.000, 0.000, 0.000, 0.000, 0.000, 0.000, 0.000, 0.000, 0.000, 0.000, 0.000, 0.000, 0.000, 0.000, 0.000, 0.000, 0.000, 0.000, 0.000, 0.000, 0.000, 0.000, 0.000, 0.000, 0.000, 0.000, 0.000, 0.000, 0.000], "s_squared": 0.754, "charge": 0, "multiplicity": 2, "homo_lumo_gap_ev": [8.7, 9.9]}

No. 3
{"formula": "C19H28BiN4S2SbSe4", "method": "wB97M-V/def2-TZVPD", "symbols": ["Bi", "C", "N", "C", "C", "N", "C", "C", "C", "C", "C", "C", "C", "S", "C", "C", "C", "C", "C", "C", "S", "H", "H", "H", "H", "H", "H", "H", "H", "H", "H", "H", "H", "H", "H", "H", "H", "H", "H", "N", "C", "C", "C", "N", "H", "H", "H", "H", "H", "H", "H", "H", "H", "H", "Se", "Sb", "Se", "Se", "Se"], "coordinates": [[0.4318, 0.4878, -0.7535], [2.5366, -2.6045, 0.5960], [1.2147, -1.9814, 0.7002], [0.8594, -1.5555, 2.0379], [1.8530, -0.5103, 2.5587], [1.8294, 0.7368, 1.7932], [0.8677, 1.7052, 2.3188], [3.0966, 1.3376, 1.5067], [4.1595, 1.2134, 2.3992], [5.3933, 1.7860, 2.1490], [5.5720, 2.5550, 1.0110], [4.5240, 2.7106, 0.1222], [3.2926, 2.0866, 0.3318], [2.1077, 2.3611, -0.9665], [0.2184, -2.6218, -0.0942], [-0.7877, -3.4151, 0.4444], [-1.7134, -4.0403, -0.3795], [-1.6392, -3.8864, -1.7559], [-0.6574, -3.0777, -2.3118], [0.2651, -2.4336, -1.4951], [1.4537, -1.3239, -2.2192], [2.7074, -3.3093, 1.4209], [3.3287, -1.8542, 0.5921], [2.6031, -3.1576, -0.3350], [0.8518, -2.3888, 2.7571], [-0.1489, -1.1303, 2.0091], [2.8522, -0.9370, 2.5062], [1.6258, -0.3308, 3.6168], [1.1418, 2.0429, 3.3262], [-0.1297, 1.2600, 2.3567], [0.8346, 2.5774, 1.6653], [4.0168, 0.6566, 3.3176], [6.2086, 1.6332, 2.8436], [6.5226, 3.0323, 0.8135], [4.6453, 3.3109, -0.7698], [-0.8400, -3.5546, 1.5178], [-2.4777, -4.6703, 0.0566], [-2.3525, -4.3782, -2.4040], [-0.6030, -2.9261, -3.3814], [-3.2313, 1.8680, 1.0692], [-4.0293, 2.2077, -0.1267], [-4.7457, 0.9780, -0.6888], [-3.8662, 0.0618, -1.5389], [-2.5694, -0.2620, -0.9008], [-3.8630, 1.5708, 1.8066], [-2.7729, 2.7042, 1.4130], [-3.3536, 2.6127, -0.8831], [-4.7780, 2.9768, 0.0932], [-5.5649, 1.3182, -1.3241], [-5.1762, 0.4073, 0.1425], [-3.6709, 0.5595, -2.4915], [-4.4157, -0.8545, -1.7683], [-2.4166, -1.2643, -0.9141], [-2.6071, 0.0532, 0.0649], [-1.8438, 0.0619, -6.6713], [-2.0368, 2.0218, -5.3524], [0.1733, 2.8115, -4.2852], [-3.9891, 3.2843, -4.8485], [-0.9074, 1.4773, -2.6983]], "nbo_charge": [1.268, -0.411, -0.487, -0.221, -0.218, -0.501, -0.425, 0.197, -0.255, -0.215, -0.208, -0.200, -0.204, -0.244, 0.100, -0.199, -0.233, -0.219, -0.216, -0.200, -0.223, 0.180, 0.206, 0.231, 0.183, 0.207, 0.217, 0.191, 0.190, 0.204, 0.225, 0.211, 0.216, 0.219, 0.225, 0.209, 0.218, 0.223, 0.239, -0.858, -0.229, -0.416, -0.212, -0.880, 0.353, 0.364, 0.210, 0.174, 0.224, 0.189, 0.189, 0.188, 0.378, 0.392, -0.485, 1.040, -0.184, -0.507, -0.412], "charge": 0, "e_above_lowest_kcal_mol": 29.0, "homo_lumo_gap_ev": 6.5}

Q: What is the formula in the third record?
A: C19H28BiN4S2SbSe4